Entry 1:
Density functional theory data (ωB97M-V/def2-TZVPD) for an isolated molecule of C5H13NO at a distorted geometry.

Positions of all 20 atoms, in Å:
C1 -0.829151 1.791192 0.650703
C2 -0.366500 0.647328 -0.250136
C3 -1.248621 0.496003 -1.485079
C4 0.025740 -0.583217 0.492332
C5 -0.415258 -1.936839 0.003141
O1 1.675285 -0.434249 0.076663
N1 2.719981 -0.489114 1.043844
H1 -0.186956 1.895029 1.529407
H2 -0.807506 2.740773 0.107858
H3 -1.855727 1.628133 0.996120
H4 0.728205 0.890931 -0.601630
H5 -2.285782 0.277787 -1.210619
H6 -1.242013 1.424140 -2.064582
H7 -0.896096 -0.299192 -2.145669
H8 -0.001257 -0.486810 1.578292
H9 0.063610 -2.725233 0.590071
H10 -1.502791 -2.051559 0.075109
H11 -0.132299 -2.100873 -1.039505
H12 3.152191 0.435619 1.027244
H13 3.404948 -1.119850 0.626435

Forces on atoms 1 to 6 (eV/Å):
C -0.121 -0.074 -0.028
C 1.525 1.380 -1.077
C -0.087 -0.126 0.119
C 2.791 -0.274 -0.172
C 0.331 -0.166 0.006
O -1.186 -0.786 0.681

For the electronic energy, the calculation gives -8930.5277 eV. The strongest force on any atom comes out at 2.8 eV Å⁻¹. As for the energy relative to the best compared isomer or geometry (same formula, charge and spin): 80.3 kcal per mole. Its LUMO energy is 0.03890 Ha. Its HOMO energy is -9.027 eV.


Entry 2:
Density functional theory data (ωB97M-V/def2-TZVPD) for C35H38F6KN9O5S2Se as an isolated structure.

Positions of all 97 atoms, in Å:
K1 0.730816 0.128080 0.829194
O1 -1.330924 4.680416 1.067694
C1 -0.744001 3.572383 1.219654
N1 -0.917569 2.457049 0.553883
C2 -1.890813 2.609356 -0.489213
C3 -2.527819 1.334502 -0.988312
C4 -3.405823 1.429796 -2.078492
C5 -4.082290 0.310120 -2.510110
C6 -3.864586 -0.893512 -1.846520
C7 -2.968231 -0.903095 -0.793592
N2 -2.301345 0.178064 -0.369935
C8 0.308468 3.534892 2.327132
C9 0.591389 4.732365 2.987401
C10 1.559918 4.753281 3.971605
C11 2.221680 3.573538 4.285737
C12 1.868589 2.429543 3.592034
N3 0.942819 2.401590 2.634090
H1 -1.437774 3.105692 -1.364073
H2 -2.708636 3.281747 -0.184352
H3 -3.552566 2.392456 -2.556122
H4 -4.773755 0.368533 -3.343816
H5 -4.384481 -1.801066 -2.126527
H6 -2.788809 -1.825472 -0.250043
H7 0.035861 5.607711 2.683325
H8 1.809450 5.673933 4.487815
H9 2.998490 3.535058 5.038039
H10 2.365716 1.488850 3.806791
C13 2.584809 -1.916696 -1.581569
N4 1.446359 -2.267654 -0.764767
C14 0.207243 -2.218291 -1.518997
C15 1.570477 -3.429438 0.043033
C16 2.568946 -4.371730 -0.164017
C17 2.670589 -5.518940 0.620637
C18 1.736469 -5.730458 1.624364
C19 0.741613 -4.792327 1.851849
C20 0.640449 -3.603067 1.106299
N5 -0.214219 -2.586720 1.427825
C21 -1.510127 -2.791058 1.718640
C22 -2.262113 -3.921374 1.307351
C23 -3.641910 -3.991098 1.447581
C24 -4.342722 -2.952339 2.036713
C25 -3.623109 -1.846826 2.506336
C26 -2.249877 -1.743619 2.377312
N6 -1.544468 -0.595389 2.801164
C27 -0.546498 -0.845003 3.828240
C28 -2.317037 0.590988 3.080167
H11 2.757588 -2.631886 -2.407301
H12 3.482350 -1.861637 -0.968035
H13 2.408310 -0.935533 -2.026241
H14 0.252503 -2.886727 -2.401076
H15 0.023259 -1.199765 -1.870589
H16 -0.618341 -2.530034 -0.885542
H17 3.294253 -4.219748 -0.953722
H18 3.470337 -6.227711 0.441079
H19 1.795264 -6.616023 2.248760
H20 0.033953 -4.931788 2.661776
H21 -1.730526 -4.722989 0.807218
H22 -4.172687 -4.862710 1.075572
H23 -5.420587 -2.986200 2.141839
H24 -4.171503 -1.037524 2.972305
H25 -1.012034 -1.061280 4.806286
H26 0.083056 0.041359 3.937255
H27 0.077178 -1.687211 3.534246
H28 -2.938632 0.497194 3.990273
H29 -2.953820 0.826401 2.228457
H30 -1.626770 1.423603 3.215341
F1 5.764190 -0.870903 -0.113519
C29 5.879425 -0.597726 1.186516
F2 6.067523 -1.751725 1.836308
F3 6.977478 0.148617 1.355343
S1 4.379949 0.258563 1.827769
O2 3.313333 -0.628855 1.459202
O3 4.670489 0.447146 3.219669
N7 4.420743 1.632031 1.090550
S2 3.859900 1.959235 -0.350063
O4 4.820551 1.742227 -1.394680
O5 2.501098 1.567442 -0.594279
C30 3.803631 3.788990 -0.162687
F4 5.026461 4.292557 0.041098
F5 3.330151 4.314456 -1.296790
F6 3.022790 4.169464 0.837855
C31 -1.223290 3.906341 -4.400763
N8 -1.584513 2.550472 -4.758088
C32 -2.683963 2.161811 -5.496675
C33 -2.659410 0.816512 -5.559735
N9 -1.551747 0.391593 -4.857103
C34 -1.190202 -0.987550 -4.607608
C35 -0.882491 1.464154 -4.340071
Se1 0.617510 1.463266 -3.300476
H31 -1.854979 4.591456 -4.964380
H32 -0.174051 4.077430 -4.634693
H33 -1.360098 4.065397 -3.331199
H34 -3.380022 2.870813 -5.907011
H35 -3.334494 0.124752 -6.030452
H36 -1.459098 -1.587677 -5.476556
H37 -1.702003 -1.361597 -3.721488
H38 -0.116629 -1.033300 -4.435342

Forces on atoms 1 to 6 (eV/Å):
K -0.578 -0.036 0.061
O 0.027 0.014 -0.031
C -0.026 -0.002 0.014
N 0.037 -0.020 0.042
C 0.058 0.028 -0.026
C 0.080 0.070 0.096

For the electronic energy, the calculation gives -180210.5184 eV. Its total charge is -2. The strongest force on any atom comes out at 0.6 eV Å⁻¹. As for the energy relative to the best compared isomer or geometry (same formula, charge and spin): 2.1 kcal per mole. Its LUMO energy is 0.13667 Ha. Its HOMO energy is -1.104 eV.